Molecular formula: C34H67F5N5O5
Method: DFT, ωB97M-V/def2-TZVPD

## Properties
* total charge: +1
* 2S+1: 1
* E_tot: -2484.634790 Eh
* LUMO energy: -0.08145 hartree
* E_HOMO: -11.2326 eV

Each atom is followed by the atoms it is bonded to, with distances in Å.
Element x y z (Å)
1 C 5.682 -2.316 2.184  C2 1.529, H40 1.095, H41 1.091, H42 1.096
2 C 6.535 -1.053 2.066  C1 1.529, O3 1.171, O4 1.357
3 O 7.661 -1.107 2.382  C2 1.171
4 O 6.049 0.146 1.654  C2 1.357, C5 1.450
5 C 4.789 0.073 0.941  O4 1.450, C6 1.539, H43 1.099, H44 1.097
6 C 4.347 1.491 0.538  C5 1.539, C7 1.538, H45 1.097, H46 1.100
7 C 3.913 1.619 -0.931  C6 1.538, C8 1.541, H47 1.099, H48 1.100
8 C 2.683 0.773 -1.315  C7 1.541, C9 1.554, H49 1.098, H50 1.101
9 C 1.323 1.498 -1.121  C8 1.554, C10 1.571, H51 1.100, H52 1.094
10 C 0.564 0.945 0.140  C9 1.571, C11 1.580, H53 1.095, H54 1.096
11 C -0.991 0.801 -0.097  C10 1.580, C12 1.543, H55 1.098, H56 1.092
12 C -1.722 1.610 0.995  C11 1.543, C13 1.535, H57 1.097, H58 1.098
13 C -3.135 1.208 1.441  C12 1.535, C14 1.548, N29 1.546, H59 1.099
14 C -3.210 0.037 2.449  C13 1.548, C15 1.557, N24 1.487, H60 1.105
15 C -2.120 -1.072 2.361  C14 1.557, C16 1.546, H61 1.094, H62 1.102
16 C -2.491 -2.405 1.669  C15 1.546, C17 1.578, H63 1.099, H64 1.090
17 C -1.422 -3.462 2.147  C16 1.578, C18 1.545, H65 1.097, H66 1.094
18 C -1.455 -4.619 1.123  C17 1.545, N19 1.468, H67 1.109, H68 1.098
19 N -2.740 -5.322 1.211  C18 1.468, C20 1.480, C21 1.442
20 C -2.729 -6.396 2.230  N19 1.480, H69 1.098, H70 1.095, H71 1.097
21 C -3.205 -5.810 -0.064  N19 1.442, C22 1.538, O23 1.169
22 C -2.236 -6.552 -1.000  C21 1.538, H72 1.097, H73 1.097, H74 1.088
23 O -4.331 -5.663 -0.345  C21 1.169
24 N -4.551 -0.597 2.559  C14 1.487, C25 1.458, H75 1.017
25 C -5.571 0.441 2.464  N24 1.458, C26 1.565, N27 1.490, C28 1.552
26 C -5.646 1.364 3.726  C25 1.565, H76 1.101, H77 1.095, H78 1.095
27 N -6.892 -0.250 2.445  C25 1.490, H79 1.021, H80 1.018
28 C -5.511 1.311 1.179  C25 1.552, N29 1.522, H81 1.095, H82 1.090
29 N -4.237 1.182 0.356  C13 1.546, C28 1.522, C30 1.507, C33 1.474
30 C -4.153 -0.083 -0.458  N29 1.507, C31 1.543, H83 1.091, H84 1.098
31 C -5.348 -1.057 -0.391  C30 1.543, N32 1.240, H85 1.095
32 N -5.213 -2.281 -0.532  C31 1.240, H86 1.025
33 C -4.217 2.379 -0.504  N29 1.474, F34 1.328, F35 1.325, C36 1.578
34 F -3.950 3.493 0.169  C33 1.328
35 F -3.253 2.340 -1.412  C33 1.325
36 C -5.537 2.693 -1.310  C33 1.578, F37 1.318, F38 1.309, F39 1.312
37 F -6.189 1.629 -1.734  C36 1.318
38 F -6.349 3.473 -0.643  C36 1.309
39 F -5.185 3.381 -2.371  C36 1.312
40 H 5.661 -2.840 1.222  C1 1.095
41 H 6.163 -2.971 2.912  C1 1.091
42 H 4.677 -2.110 2.567  C1 1.096
43 H 4.050 -0.297 1.665  C5 1.099
44 H 4.895 -0.613 0.092  C5 1.097
45 H 3.608 1.886 1.246  C6 1.097
46 H 5.236 2.126 0.658  C6 1.100
47 H 3.765 2.689 -1.133  C7 1.099
48 H 4.777 1.332 -1.548  C7 1.100
49 H 2.728 -0.197 -0.802  C8 1.098
50 H 2.784 0.554 -2.389  C8 1.101
51 H 1.574 2.543 -0.889  C9 1.100
52 H 0.696 1.513 -2.018  C9 1.094
53 H 0.986 -0.034 0.391  C10 1.095
54 H 0.792 1.641 0.956  C10 1.096
55 H -1.166 -0.282 -0.066  C11 1.098
56 H -1.146 1.124 -1.129  C11 1.092
57 H -1.684 2.667 0.705  C12 1.097
58 H -1.105 1.565 1.902  C12 1.098
59 H -3.450 2.076 2.036  C13 1.099
60 H -3.036 0.496 3.439  C14 1.105
61 H -1.156 -0.754 1.954  C15 1.094
62 H -1.898 -1.363 3.400  C15 1.102
63 H -2.358 -2.377 0.578  C16 1.099
64 H -3.453 -2.823 1.968  C16 1.090
65 H -0.447 -2.960 2.117  C17 1.097
66 H -1.686 -3.844 3.138  C17 1.094
67 H -0.617 -5.312 1.339  C18 1.109
68 H -1.275 -4.260 0.102  C18 1.098
69 H -2.796 -7.408 1.809  C20 1.098
70 H -1.821 -6.312 2.836  C20 1.095
71 H -3.593 -6.241 2.888  C20 1.097
72 H -1.645 -5.782 -1.510  C22 1.097
73 H -1.550 -7.139 -0.377  C22 1.097
74 H -2.816 -7.161 -1.690  C22 1.088
75 H -4.606 -1.037 3.473  N24 1.017
76 H -4.925 2.194 3.668  C26 1.101
77 H -5.394 0.781 4.619  C26 1.095
78 H -6.630 1.841 3.791  C26 1.095
79 H -6.712 -1.239 2.271  N27 1.021
80 H -7.244 -0.224 3.400  N27 1.018
81 H -5.612 2.344 1.528  C28 1.095
82 H -6.421 1.118 0.611  C28 1.090
83 H -3.275 -0.668 -0.181  C30 1.091
84 H -4.022 0.096 -1.533  C30 1.098
85 H -6.387 -0.729 -0.278  C31 1.095
86 H -4.231 -2.542 -0.663  N32 1.025
87 C 4.610 6.219 3.017  C88 1.519, H92 1.092, H93 1.090, H94 1.092
88 C 5.340 5.313 2.040  C87 1.519, O89 1.419, H95 1.091, H96 1.095
89 O 4.550 4.924 0.927  C88 1.419, C90 1.417
90 C 4.098 5.970 0.085  O89 1.417, C91 1.519, H97 1.096, H98 1.092
91 C 5.222 6.749 -0.576  C90 1.519, H99 1.091, H100 1.091, H101 1.091
92 H 3.651 5.783 3.303  C87 1.092
93 H 5.211 6.372 3.913  C87 1.090
94 H 4.408 7.200 2.582  C87 1.092
95 H 5.614 4.388 2.550  C88 1.091
96 H 6.275 5.773 1.703  C88 1.095
97 H 3.427 6.641 0.634  C90 1.096
98 H 3.495 5.492 -0.690  C90 1.092
99 H 5.790 7.331 0.152  C91 1.091
100 H 4.820 7.444 -1.314  C91 1.091
101 H 5.919 6.071 -1.070  C91 1.091
102 C 2.498 -0.487 -7.158  C103 1.519, H107 1.092, H108 1.091, H109 1.092
103 C 3.640 -0.526 -6.157  C102 1.519, O104 1.418, H110 1.091, H111 1.095
104 O 3.311 -1.183 -4.944  C103 1.418, C105 1.417
105 C 2.959 -2.551 -5.050  O104 1.417, C106 1.519, H112 1.096, H113 1.092
106 C 4.074 -3.426 -5.598  C105 1.519, H114 1.091, H115 1.091, H116 1.091
107 H 1.592 -0.096 -6.692  C102 1.092
108 H 2.759 0.144 -8.007  C102 1.091
109 H 2.266 -1.482 -7.543  C102 1.092
110 H 3.906 0.495 -5.882  C103 1.091
111 H 4.536 -0.972 -6.603  C103 1.095
112 H 2.045 -2.666 -5.643  C105 1.096
113 H 2.717 -2.877 -4.037  C105 1.092
114 H 4.278 -3.206 -6.647  C106 1.091
115 H 3.799 -4.479 -5.527  C106 1.091
116 H 4.998 -3.263 -5.042  C106 1.091

Molecular formula: C34H67IO9
Method: DFT, ωB97M-V/def2-TZVPD

## Properties
* SMILES: O=C1C=C(CCCI)C(=O)c2ccccc21.CC(C)O.CC(C)O.CC(C)O.CC(C)O.CC(C)O.CC(C)O.CC(C)O
* 2S+1: 1
* E_tot: -2310.463463 Eh
* LUMO energy: -0.02207 hartree
* E_HOMO: -9.2547 eV
* energy above the lowest of the compared OMol25 structures with the same formula, charge and spin: 0.0 kcal/mol

Each atom is followed by the atoms it is bonded to, with distances in Å.
Element x y z (Å)
1 O -0.678 2.591 3.273  C2 1.205
2 C -0.312 1.758 2.483  O1 1.205, C3 1.563, C16 1.569
3 C 0.315 0.385 2.888  C2 1.563, C4 1.354, H17 1.112
4 C 1.290 -0.176 2.134  C3 1.354, C5 1.557, C9 1.572
5 C 1.968 -1.554 2.391  C4 1.557, C6 1.582, H18 1.129, H19 1.117
6 C 1.912 -2.071 3.885  C5 1.582, C7 1.596, H20 1.115, H21 1.120
7 C 1.589 -3.632 3.821  C6 1.596, I8 2.185, H22 1.116, H23 1.122
8 I 3.395 -4.817 3.490  C7 2.185
9 C 1.767 0.596 0.851  C4 1.572, O10 1.208, C11 1.565
10 O 2.925 0.605 0.507  C9 1.208
11 C 0.622 1.355 0.100  C9 1.565, C12 1.464, C16 1.479
12 C 0.565 1.451 -1.360  C11 1.464, C13 1.455, H24 1.114
13 C -0.561 2.138 -1.974  C12 1.455, C14 1.463, H25 1.113
14 C -1.594 2.748 -1.136  C13 1.463, C15 1.467, H26 1.119
15 C -1.556 2.665 0.328  C14 1.467, C16 1.451, H27 1.114
16 C -0.441 1.959 0.933  C2 1.569, C11 1.479, C15 1.451
17 H -0.083 -0.130 3.789  C3 1.112
18 H 1.422 -2.303 1.746  C5 1.129
19 H 3.033 -1.478 2.061  C5 1.117
20 H 1.107 -1.622 4.513  C6 1.115
21 H 2.932 -1.924 4.323  C6 1.120
22 H 1.168 -3.919 4.813  C7 1.116
23 H 0.801 -3.863 3.056  C7 1.122
24 H 1.381 0.957 -1.935  C12 1.114
25 H -0.591 2.166 -3.087  C13 1.113
26 H -2.470 3.274 -1.590  C14 1.119
27 H -2.341 3.116 0.976  C15 1.114
28 C -2.138 -4.060 1.052  C29 1.521, H32 1.094, H33 1.093, H34 1.092
29 C -2.472 -3.289 2.320  C28 1.521, C30 1.520, O31 1.427, H35 1.093
30 C -3.692 -2.403 2.125  C29 1.520, H36 1.094, H37 1.092, H38 1.092
31 O -1.357 -2.481 2.694  C29 1.427, H39 0.967
32 H -1.908 -3.374 0.230  C28 1.094
33 H -1.252 -4.682 1.203  C28 1.093
34 H -2.968 -4.701 0.749  C28 1.092
35 H -2.653 -3.991 3.138  C29 1.093
36 H -3.514 -1.662 1.340  C30 1.094
37 H -3.914 -1.849 3.040  C30 1.092
38 H -4.569 -2.995 1.854  C30 1.092
39 H -1.193 -1.857 1.974  O31 0.967
40 C -5.510 -2.296 -2.427  C41 1.521, H44 1.094, H45 1.092, H46 1.092
41 C -5.847 -1.527 -1.159  C40 1.521, C42 1.521, O43 1.426, H47 1.093
42 C -7.068 -0.641 -1.358  C41 1.521, H48 1.095, H49 1.092, H50 1.092
43 O -4.732 -0.723 -0.781  C41 1.426, H51 0.965
44 H -5.277 -1.610 -3.247  C40 1.094
45 H -4.626 -2.919 -2.276  C40 1.092
46 H -6.340 -2.936 -2.735  C40 1.092
47 H -6.032 -2.228 -0.342  C41 1.093
48 H -6.887 0.100 -2.143  C42 1.095
49 H -7.292 -0.086 -0.444  C42 1.092
50 H -7.945 -1.232 -1.632  C42 1.092
51 H -4.559 -0.099 -1.497  O43 0.965
52 C 6.360 3.671 1.586  C53 1.521, H56 1.095, H57 1.092, H58 1.093
53 C 5.243 3.589 2.615  C52 1.521, C54 1.521, O55 1.425, H59 1.092
54 C 5.363 2.331 3.461  C53 1.521, H60 1.094, H61 1.092, H62 1.093
55 O 3.983 3.596 1.951  C53 1.425, H63 0.967
56 H 6.320 2.820 0.899  C52 1.095
57 H 6.256 4.573 0.978  C52 1.092
58 H 7.341 3.685 2.066  C52 1.093
59 H 5.273 4.470 3.260  C53 1.092
60 H 5.290 1.434 2.838  C54 1.094
61 H 4.550 2.279 4.188  C54 1.092
62 H 6.315 2.304 3.998  C54 1.093
63 H 3.946 2.820 1.377  O55 0.967
64 C 2.031 1.559 5.572  C65 1.520, H68 1.095, H69 1.091, H70 1.092
65 C 1.118 1.325 6.765  C64 1.520, C66 1.520, O67 1.428, H71 1.093
66 C 1.172 2.489 7.741  C65 1.520, H72 1.094, H73 1.092, H74 1.092
67 O 1.507 0.124 7.433  C65 1.428, H75 0.965
68 H 3.073 1.659 5.892  C64 1.095
69 H 1.990 0.712 4.887  C64 1.091
70 H 1.745 2.463 5.029  C64 1.092
71 H 0.092 1.183 6.419  C65 1.093
72 H 2.185 2.620 8.135  C66 1.094
73 H 0.521 2.303 8.597  C66 1.092
74 H 0.862 3.420 7.262  C66 1.092
75 H 2.414 0.238 7.743  O67 0.965
76 C -3.099 -0.205 -6.211  C77 1.520, H80 1.094, H81 1.092, H82 1.092
77 C -3.429 0.572 -4.946  C76 1.520, C78 1.521, O79 1.428, H83 1.093
78 C -4.668 1.434 -5.134  C77 1.521, H84 1.094, H85 1.093, H86 1.092
79 O -2.320 1.401 -4.593  C77 1.428, H87 0.965
80 H -2.892 0.475 -7.042  C76 1.094
81 H -2.202 -0.811 -6.065  C76 1.092
82 H -3.923 -0.863 -6.496  C76 1.092
83 H -3.587 -0.124 -4.119  C77 1.093
84 H -4.513 2.170 -5.929  C78 1.094
85 H -4.887 1.994 -4.222  C78 1.093
86 H -5.538 0.825 -5.387  C78 1.092
87 H -2.169 2.021 -5.318  O79 0.965
88 C -4.958 -6.479 -4.482  C89 1.521, H92 1.094, H93 1.092, H94 1.092
89 C -5.443 -5.170 -5.085  C88 1.521, C90 1.521, O91 1.427, H95 1.092
90 C -5.850 -5.348 -6.540  C89 1.521, H96 1.094, H97 1.092, H98 1.092
91 O -4.407 -4.192 -4.997  C89 1.427, H99 0.965
92 H -4.078 -6.851 -5.017  C88 1.094
93 H -4.659 -6.334 -3.442  C88 1.092
94 H -5.737 -7.244 -4.519  C88 1.092
95 H -6.291 -4.793 -4.510  C89 1.092
96 H -5.001 -5.682 -7.143  C90 1.094
97 H -6.186 -4.399 -6.963  C90 1.092
98 H -6.656 -6.079 -6.638  C90 1.092
99 H -3.650 -4.515 -5.502  O91 0.965
100 C 7.763 4.716 -2.456  C101 1.521, H104 1.094, H105 1.092, H106 1.092
101 C 9.193 4.205 -2.371  C100 1.521, C102 1.521, O103 1.427, H107 1.092
102 C 9.629 4.020 -0.926  C101 1.521, H108 1.094, H109 1.092, H110 1.092
103 O 10.067 5.129 -3.018  C101 1.427, H111 0.965
104 H 7.669 5.691 -1.966  C100 1.094
105 H 7.467 4.855 -3.498  C100 1.092
106 H 7.065 4.021 -1.984  C100 1.092
107 H 9.275 3.256 -2.904  C101 1.092
108 H 9.597 4.970 -0.384  C102 1.094
109 H 10.660 3.663 -0.879  C102 1.092
110 H 8.986 3.303 -0.410  C102 1.092
111 H 10.003 5.972 -2.555  O103 0.965